Record 1
{"formula": "C29H60AsCdN2O5S5Si", "method": "the ωB97M-V functional and the def2-TZVPD basis", "elements": ["Cd", "C", "C", "S", "C", "C", "S", "C", "C", "S", "H", "H", "H", "H", "H", "H", "H", "H", "H", "H", "H", "H", "O", "C", "C", "C", "C", "C", "C", "N", "H", "H", "H", "H", "H", "H", "H", "C", "C", "N", "O", "H", "H", "H", "H", "H", "C", "As", "C", "C", "S", "H", "H", "H", "H", "H", "H", "H", "H", "H", "C", "C", "C", "C", "O", "Si", "S", "O", "C", "C", "C", "C", "O", "C", "C", "C", "C", "H", "H", "H", "H", "H", "H", "H", "H", "H", "H", "H", "H", "H", "H", "H", "H", "H", "H", "H", "H", "H", "H", "H", "H", "H", "H", "H"], "coordinates": [[0.3292, 0.5042, -0.3804], [3.3817, -0.1618, 2.5696], [3.8156, -0.9750, 1.3585], [2.9147, -0.6683, -0.1904], [2.4904, -2.3461, -0.7052], [1.6100, -3.1777, 0.2269], [0.1235, -2.3342, 0.8311], [0.2516, -2.6698, 2.6068], [1.4943, -2.1555, 3.3272], [1.6840, -0.3638, 3.1663], [4.0758, -0.3736, 3.3849], [3.4527, 0.9062, 2.3567], [4.8657, -0.7504, 1.1680], [3.7604, -2.0432, 1.5606], [1.9713, -2.1772, -1.6460], [3.4117, -2.8888, -0.9214], [1.2910, -4.0641, -0.3241], [2.1744, -3.5266, 1.0911], [-0.6450, -2.2105, 3.0286], [0.1557, -3.7451, 2.7688], [1.4127, -2.4084, 4.3853], [2.3941, -2.6464, 2.9620], [-2.0088, 1.4147, -2.0728], [-3.1216, 0.7131, -1.5594], [-3.0724, 0.5183, -0.0641], [-4.2671, 0.4192, 0.6422], [-4.2376, 0.1997, 2.0053], [-3.0062, 0.1070, 2.6386], [-1.8667, 0.2264, 1.8700], [-1.8908, 0.4094, 0.5430], [-1.3887, 0.7734, -2.4840], [-3.2084, -0.2653, -2.0388], [-4.0256, 1.2761, -1.8022], [-5.2059, 0.5176, 0.1128], [-5.1577, 0.1168, 2.5686], [-2.9266, -0.0422, 3.7062], [-0.8838, 0.1895, 2.3251], [2.3042, 2.5674, -3.9193], [1.0727, 2.6527, -3.0652], [-0.0734, 3.0042, -3.6740], [1.1147, 2.4013, -1.8582], [2.2233, 3.1466, -4.8375], [2.4406, 1.5143, -4.1744], [3.1678, 2.8906, -3.3434], [-0.0995, 3.0913, -4.6752], [-0.9453, 2.8300, -3.1904], [1.3919, 5.1457, -0.3554], [0.2065, 4.1440, 0.7752], [-1.4925, 4.0184, -0.1054], [-0.0622, 5.2368, 2.3323], [0.9270, 2.2633, 1.4492], [1.0137, 6.1645, -0.4322], [1.4393, 4.6690, -1.3281], [2.3797, 5.1451, 0.1007], [-1.8076, 5.0132, -0.4194], [-2.2110, 3.6045, 0.6009], [-1.4059, 3.3502, -0.9591], [-0.4486, 6.2126, 2.0412], [0.8911, 5.3525, 2.8440], [-0.7660, 4.7337, 2.9916], [1.4935, -4.1421, -4.0785], [0.9099, -3.3122, -5.2150], [0.5227, -4.2122, -6.3805], [1.8940, -2.2412, -5.6676], [-0.3055, -2.6736, -4.7995], [-0.8741, -2.0041, -3.4231], [0.4099, -0.4757, -2.7580], [-2.3653, -1.4355, -3.8308], [-2.8334, -0.8983, -5.0922], [-4.0909, -0.1012, -4.7702], [-3.1802, -2.0507, -6.0265], [-1.7872, 0.0210, -5.7130], [-1.0447, -3.0736, -2.1985], [-2.0518, -4.0900, -2.0007], [-2.4364, -4.7402, -3.3234], [-1.4268, -5.1292, -1.0791], [-3.2541, -3.4361, -1.3311], [2.3425, -4.7258, -4.4370], [0.7426, -4.8249, -3.6799], [1.8433, -3.4935, -3.2751], [1.4039, -4.7030, -6.7957], [0.0514, -3.6241, -7.1688], [-0.1820, -4.9779, -6.0526], [2.8272, -2.6984, -6.0004], [2.1110, -1.5556, -4.8476], [1.4739, -1.6731, -6.4993], [-4.7966, -0.7176, -4.2107], [-4.5737, 0.2255, -5.6917], [-3.8503, 0.7848, -4.1808], [-3.9749, -2.6592, -5.5917], [-2.3094, -2.6773, -6.2067], [-3.5393, -1.6607, -6.9806], [-1.5171, 0.8103, -5.0077], [-2.1877, 0.4816, -6.6173], [-0.8865, -0.5334, -5.9764], [-1.5575, -5.1828, -3.7952], [-2.8685, -4.0146, -4.0115], [-3.1692, -5.5300, -3.1525], [-0.5317, -5.5503, -1.5411], [-2.1309, -5.9420, -0.8956], [-1.1581, -4.6738, -0.1260], [-3.7072, -2.6981, -1.9941], [-2.9349, -2.9417, -0.4104], [-4.0039, -4.1888, -1.0809]], "mulliken_charge": [2.67, -0.77, -0.90, 0.04, 0.64, -1.04, 0.03, -1.20, -0.83, 0.04, 0.51, 0.39, 0.60, 0.37, -1.35, 0.66, 0.43, 0.79, 0.45, 0.53, 0.55, 0.31, -0.18, 0.15, -0.29, -0.90, -0.69, -1.14, -0.72, 1.36, -0.64, -0.27, 0.58, 0.57, 0.45, 0.53, 0.31, -1.13, 0.60, -0.21, -0.63, 0.47, 0.09, 0.30, 0.20, 0.15, -0.80, 0.59, -0.66, -1.11, -0.79, 0.43, 0.07, 0.34, 0.56, 0.29, -0.24, 0.43, 0.39, 0.35, -1.41, 1.84, -1.77, -1.56, 0.69, -1.71, -0.76, 0.30, 1.86, -1.64, -1.81, -1.22, 0.88, 1.57, -1.28, -1.50, -1.29, 0.62, 0.14, 0.17, 0.45, 0.31, 0.32, 0.50, 0.21, 0.31, 0.30, 0.48, 0.17, 0.37, 0.06, 0.57, 0.01, 0.61, 0.04, 0.21, 0.05, 0.60, 0.28, 0.48, 0.11, 0.01, 0.14, 0.56], "e_lumo_ev": -1.8, "total_charge": 1, "relative_energy_ev": 0.197, "multiplicity": 1}

Record 2
{"formula": "C29H60BrIN3O27S7", "method": "the ωB97M-V functional and the def2-TZVPD basis", "elements": ["C", "C", "C", "O", "C", "C", "C", "N", "N", "Br", "C", "S", "C", "I", "O", "C", "C", "C", "N", "C", "C", "C", "C", "C", "O", "C", "H", "H", "H", "H", "H", "H", "H", "H", "H", "H", "H", "H", "H", "H", "H", "H", "H", "H", "H", "H", "H", "H", "H", "H", "H", "H", "H", "H", "H", "H", "H", "H", "H", "H", "H", "H", "C", "C", "O", "S", "O", "O", "O", "H", "H", "H", "H", "C", "C", "O", "S", "O", "O", "O", "H", "H", "H", "H", "C", "C", "O", "S", "O", "O", "O", "H", "H", "H", "H", "C", "C", "O", "S", "O", "O", "O", "H", "H", "H", "H", "C", "C", "O", "S", "O", "O", "O", "H", "H", "H", "H", "C", "C", "O", "S", "O", "O", "O", "H", "H", "H", "H"], "coordinates": [[-5.0900, 4.6488, -0.5390], [-3.9983, 3.5424, -0.6919], [-2.6236, 4.2194, -1.0042], [-1.6523, 3.2161, -1.3334], [-0.5741, 3.1725, -0.4092], [-0.8455, 2.0089, 0.6363], [-1.1833, 2.5388, 2.0640], [-1.8923, 3.8368, 2.0372], [0.0109, 2.7140, 2.8863], [0.8415, 4.3662, 2.6002], [0.8789, 1.5217, 3.0173], [2.6614, 2.0793, 2.8673], [0.6339, 0.3577, 1.8826], [-0.8425, -0.9752, 2.7544], [1.9071, -0.1716, 1.6436], [2.2347, -1.4554, 2.1524], [2.5193, -1.5440, 3.7120], [1.8262, -2.8302, 4.3321], [0.2150, 0.9433, 0.5670], [-0.2168, -0.0387, -0.4714], [0.9124, -0.8959, -1.1228], [0.2065, -1.9643, -2.0597], [0.9680, -3.3324, -1.8830], [0.3392, -4.2278, -0.7696], [-1.0472, -4.4507, -0.9780], [-1.7136, -4.8817, 0.2014], [-5.9918, 4.1656, -0.1040], [-5.3479, 5.0531, -1.5340], [-4.7777, 5.4752, 0.1346], [-3.8908, 2.8808, 0.1936], [-4.2335, 2.8922, -1.5573], [-2.7746, 4.8266, -1.9284], [-2.3104, 4.9295, -0.2175], [-0.3634, 4.1412, 0.0754], [0.3257, 2.9371, -1.0343], [-1.7775, 1.5305, 0.2606], [-1.8679, 1.8408, 2.6022], [-1.9337, 4.1925, 2.9932], [-2.8636, 3.5794, 1.8450], [0.6921, 1.0581, 4.0092], [3.4364, 1.0639, 3.3684], [1.5942, -2.2979, 1.8033], [3.2264, -1.6991, 1.7026], [3.6072, -1.7005, 3.8826], [2.2546, -0.6168, 4.2495], [2.4997, -3.2318, 5.1053], [0.9096, -2.4882, 4.8590], [1.5529, -3.5697, 3.5598], [1.0669, 1.3966, 0.1994], [-0.6383, 0.5679, -1.3072], [-1.0347, -0.7154, -0.1693], [1.5741, -0.2595, -1.7393], [1.4856, -1.4981, -0.3896], [0.2993, -1.6997, -3.1279], [-0.8511, -2.1151, -1.7634], [2.0238, -3.1750, -1.5695], [1.0149, -3.9143, -2.8233], [0.5859, -3.8538, 0.2556], [0.8576, -5.2151, -0.8525], [-2.1199, -5.9115, 0.1015], [-2.5770, -4.1966, 0.3651], [-1.0917, -4.8415, 1.1173], [3.8625, 7.5935, -0.6818], [3.8131, 6.9952, 0.7119], [2.5781, 7.4637, 1.2658], [1.4882, 7.6153, 0.0828], [0.6713, 6.4427, 0.0703], [0.9397, 8.9313, 0.1419], [2.5133, 7.5329, -1.1598], [4.1687, 8.6415, -0.6530], [4.5242, 7.0413, -1.3453], [4.6515, 7.3075, 1.3298], [3.7762, 5.9031, 0.6734], [1.0809, -6.8044, -6.4715], [0.3461, -7.0658, -5.1697], [1.3775, -7.3748, -4.2242], [2.7085, -6.5422, -4.5992], [2.7506, -5.3625, -3.7891], [3.8028, -7.4507, -4.6867], [2.2730, -6.1066, -6.0905], [1.3716, -7.7381, -6.9575], [0.4951, -6.2032, -7.1634], [-0.3598, -7.8892, -5.2476], [-0.1765, -6.1704, -4.8230], [-2.0498, -4.3793, 7.4965], [-1.4144, -5.0372, 8.7072], [-0.1007, -5.4047, 8.2752], [0.4286, -4.3263, 7.1969], [1.2559, -3.3767, 7.8688], [0.8548, -5.0296, 6.0314], [-0.9959, -3.6242, 6.8876], [-2.3965, -5.1250, 6.7771], [-2.8762, -3.7256, 7.7676], [-1.9650, -5.9131, 9.0419], [-1.3152, -4.3315, 9.5355], [-5.6742, -4.9538, -2.1921], [-4.5837, -5.9883, -1.9824], [-5.0149, -7.1312, -2.7226], [-5.8450, -6.6415, -4.0219], [-4.9637, -6.6337, -5.1450], [-7.1000, -7.3158, -4.0352], [-6.0777, -5.1106, -3.5535], [-6.5379, -5.1536, -1.5533], [-5.3210, -3.9395, -2.0164], [-4.4473, -6.2426, -0.9337], [-3.6317, -5.6508, -2.4019], [4.9045, -3.6591, -6.1151], [5.9239, -2.5675, -5.8499], [6.0795, -1.8998, -7.1042], [4.6748, -1.9369, -7.9050], [3.9936, -0.7011, -7.6853], [4.9137, -2.4592, -9.2095], [3.9542, -3.0740, -7.0101], [5.3647, -4.5146, -6.6153], [4.4117, -3.9942, -5.2044], [6.8770, -2.9624, -5.5058], [5.5471, -1.8422, -5.1237], [-1.0042, 10.3978, 2.5355], [-0.3736, 11.7259, 2.1630], [-1.2726, 12.7125, 2.6764], [-1.9667, 12.1521, 4.0252], [-1.2558, 12.6659, 5.1509], [-3.3807, 12.2762, 3.8887], [-1.5592, 10.5981, 3.8382], [-1.8182, 10.1418, 1.8532], [-0.2785, 9.5882, 2.5532], [-0.2503, 11.8412, 1.0889], [0.5931, 11.8568, 2.6559]], "mulliken_charge": [-1.32, -0.20, -0.52, -0.42, -0.73, 0.70, -1.12, -0.31, -0.41, 0.00, 0.02, -0.19, -1.16, 0.29, -0.25, 0.07, -0.25, -1.03, 1.03, -1.24, -0.01, -0.76, -0.58, 0.18, -0.20, -0.63, 0.35, 0.36, 0.32, 0.15, 0.33, 0.54, 0.19, 0.48, 0.44, 0.41, 0.15, 0.27, 0.27, 0.45, 0.14, -0.24, 0.41, 0.36, 0.28, 0.48, 0.03, 0.20, 0.69, 0.49, 0.34, 0.27, -0.11, 0.38, 0.48, 0.42, 0.08, -0.37, 0.34, 0.19, 0.23, 0.31, -0.39, -0.28, -0.29, 0.85, -0.33, -0.52, -0.31, 0.29, 0.33, 0.35, 0.24, -0.34, -0.31, -0.30, 1.05, -0.41, -0.57, -0.29, 0.29, 0.33, 0.35, 0.21, -0.31, -0.43, -0.29, 1.13, -0.54, -0.51, -0.26, 0.29, 0.29, 0.32, 0.31, -0.33, -0.12, -0.34, 1.10, -0.53, -0.51, -0.33, 0.31, 0.29, 0.29, 0.17, -0.03, -0.37, -0.31, 1.04, -0.54, -0.53, -0.22, 0.26, 0.08, 0.33, 0.29, -0.11, -0.31, -0.32, 1.07, -0.52, -0.53, -0.32, 0.28, 0.14, 0.29, 0.33], "e_lumo_ev": -3.2, "total_charge": 1, "multiplicity": 1}

The records above yield F_max values of 0.210 2.646 eV/A, respectively.
The records above yield HOMO energy values of -10.720 -11.733 eV, respectively.
The records above yield E values of -6310.79550 -8995.21292 Eh, respectively.